No. 1
A structure of composition C54H57BMoN10O3Te in a non-equilibrium geometry. Source: the Open Molecules 2025 dataset; level of theory: the ωB97M-V functional and the def2-TZVPD basis.

Calculated values
**Max |F|**: 5.9 eV Å⁻¹
**Net charge**: +1
**E_HOMO (spin up / spin down)**: -0.3368 / -0.3386 Eh
**Multiplicity**: 2
**E_tot**: -3226.1343 Eh

Positions of all 127 atoms, in Å:
1 Mo 0.3466 -0.2971 -0.3643
2 C 1.2174 -2.7310 -3.4906
3 C 0.4601 -2.9881 -2.2439
4 C -0.6038 -3.8749 -2.0746
5 C -0.8916 -3.8572 -0.7214
6 C -1.9688 -4.5762 0.0045
7 N -0.0171 -3.0151 -0.1340
8 N 0.7889 -2.4481 -1.0641
9 B 0.4624 -2.9326 1.3150
10 N 1.8643 -2.2752 1.2812
11 N 2.0211 -0.9925 0.8656
12 C 3.2341 -0.5883 1.2544
13 C 3.6702 0.8274 1.1259
14 C 3.9024 -1.6541 1.8526
15 C 3.0038 -2.7102 1.8483
16 C 3.2106 -4.1076 2.3000
17 N -0.4628 -1.9665 2.0725
18 N -0.3433 -0.6469 1.8044
19 C -1.0186 0.0135 2.7495
20 C -1.0121 1.4845 2.9345
21 C -1.6367 -0.9037 3.5970
22 C -1.2635 -2.1548 3.1378
23 C -1.6916 -3.4811 3.6434
24 H 1.4559 -3.6786 -3.9729
25 H 2.1440 -2.2004 -3.2709
26 H 0.6121 -2.1470 -4.1839
27 H -1.1077 -4.4277 -2.8424
28 H -2.3717 -5.3626 -0.6288
29 H -2.7786 -3.8851 0.2454
30 H -1.5899 -5.0053 0.9290
31 H 0.4930 -3.9933 1.8289
32 H 2.7985 1.4852 1.1791
33 H 4.1999 1.0047 0.1927
34 H 4.3482 1.0645 1.9420
35 H 4.8996 -1.6522 2.2396
36 H 4.2598 -4.2739 2.5253
37 H 2.8994 -4.7981 1.5183
38 H 2.6299 -4.3234 3.1940
39 H -0.0186 1.8842 2.7465
40 H -1.2849 1.7120 3.9624
41 H -1.7218 1.9758 2.2710
42 H -2.2647 -0.6658 4.4294
43 H -2.0735 -3.3819 4.6550
44 H -0.8687 -4.1886 3.6370
45 H -2.4888 -3.8795 3.0165
46 C -7.8517 10.9751 -2.4936
47 O -7.7135 9.6487 -2.9489
48 C -6.8028 8.8344 -2.3799
49 C -5.9198 9.1790 -1.3517
50 C -4.9890 8.2736 -0.8915
51 C -4.9327 6.9718 -1.4282
52 C -5.8619 6.6220 -2.4345
53 C -6.7679 7.5303 -2.8973
54 N -4.0566 6.0270 -1.1088
55 N -3.0985 5.8844 -0.3165
56 C -2.2042 4.8980 -0.3665
57 C -1.2328 4.8007 0.6416
58 C -0.3811 3.7239 0.7146
59 C -0.4396 2.6533 -0.1906
60 O 0.2032 1.5257 0.0414
61 C -1.2787 2.8178 -1.3396
62 N -1.1980 1.9370 -2.3512
63 C -1.9807 2.0526 -3.4035
64 C -2.9525 3.0359 -3.5273
65 C -3.0419 3.9691 -2.5193
66 C -2.1897 3.9112 -1.4183
67 H -8.6461 11.4095 -3.0995
68 H -6.9304 11.5471 -2.6390
69 H -8.1422 11.0019 -1.4393
70 H -5.9610 10.1577 -0.8977
71 H -4.3073 8.5365 -0.0979
72 H -5.8421 5.6247 -2.8449
73 H -7.4705 7.2614 -3.6684
74 H -1.1829 5.5753 1.3903
75 H 0.3380 3.6736 1.5193
76 H -1.8298 1.3162 -4.1857
77 H -3.5892 3.0797 -4.3943
78 H -3.7742 4.7644 -2.5597
79 C 5.9774 -0.1222 -6.9371
80 C 4.8126 -0.1067 -5.9976
81 C 4.9951 0.1113 -4.6421
82 C 3.9185 0.1726 -3.7700
83 C 4.1904 0.3846 -2.3134
84 C 2.6131 0.0333 -4.2411
85 Te 0.8405 0.5192 -3.0394
86 N -1.1343 -0.6834 -1.2338
87 C -2.0450 -0.7304 -2.1742
88 O -1.7143 -0.8672 -3.3609
89 C -3.4468 -0.5063 -1.7113
90 C -3.7319 -0.5933 -0.3489
91 C -5.0028 -0.3249 0.1188
92 C -5.9967 0.0441 -0.7755
93 C -5.7202 0.1332 -2.1301
94 C -4.4503 -0.1444 -2.6032
95 C 1.5531 2.5377 -2.8877
96 C 2.0363 3.0374 -1.6866
97 C 2.2978 4.3885 -1.5269
98 C 2.0658 5.2572 -2.5770
99 C 1.6261 4.7626 -3.7895
100 C 1.3807 3.4068 -3.9683
101 C 0.9817 2.8991 -5.3163
102 C 2.4189 -0.2471 -5.6003
103 C 1.0747 -0.5237 -6.2154
104 C 3.5173 -0.3100 -6.4500
105 H 6.9137 -0.0620 -6.3868
106 H 5.9158 0.7286 -7.6153
107 H 5.9767 -1.0284 -7.5404
108 H 5.9948 0.2440 -4.2515
109 H 5.1678 -0.0154 -2.0486
110 H 3.4223 -0.1117 -1.7110
111 H 4.1831 1.4519 -2.0915
112 H -2.9425 -0.8705 0.3407
113 H -5.2179 -0.3817 1.1770
114 H -6.9904 0.2656 -0.4184
115 H -6.4951 0.4280 -2.8222
116 H -4.2229 -0.0646 -3.6563
117 H 2.2183 2.3643 -0.8553
118 H 2.6619 4.7694 -0.5841
119 H 2.2468 6.3140 -2.4618
120 H 1.4752 5.4410 -4.6165
121 H 0.5690 3.6963 -5.9304
122 H 0.2460 2.0967 -5.2245
123 H 1.8605 2.4898 -5.8174
124 H 0.2508 -0.3955 -5.5122
125 H 1.0533 -1.5468 -6.5881
126 H 0.9131 0.1368 -7.0643
127 H 3.3443 -0.5186 -7.4968

Results of the Mulliken charge analysis, in e, for atoms 1 through 2:
1. Mo -0.84
2. C -1.62

***

No. 2
A structure of composition C54H57N6O6RbSi in a non-equilibrium geometry. Source: the Open Molecules 2025 dataset; level of theory: the ωB97M-V functional and the def2-TZVPD basis.

Calculated values
**Max |F|**: 4.2 eV Å⁻¹
**Net charge**: -2
**E_HOMO**: -0.0642 Eh
**Multiplicity**: 1
**ΔE to the lowest compared entry with this formula, charge and spin**: 28.99 kJ/mol
**E_tot**: -3185.4880 Eh

Positions of all 125 atoms, in Å:
1 Rb 14.3985 15.3379 16.0193
2 N 12.1554 18.2964 12.9075
3 C 12.2745 17.3299 13.8819
4 N 12.7603 17.5449 15.0393
5 C 13.1054 18.8488 15.4615
6 N 13.6854 19.1723 16.6023
7 N 14.1982 18.1095 17.3077
8 C 14.7339 18.3656 18.4386
9 C 15.1738 17.2227 19.2177
10 C 15.7052 17.6063 20.5258
11 C 16.1688 16.5836 21.3166
12 C 16.1882 15.2527 20.8103
13 C 15.5084 15.0049 19.6591
14 N 15.0437 15.9793 18.8529
15 C 12.7799 19.9464 14.5158
16 C 12.9225 21.2719 14.8787
17 C 12.6264 22.2947 13.9826
18 C 12.1449 21.9266 12.7393
19 C 12.0496 20.6507 12.3002
20 C 12.3333 19.6012 13.1837
21 H 12.1572 18.0332 11.9102
22 H 12.0803 16.2399 13.6519
23 H 14.9416 19.3728 18.7643
24 H 15.7188 18.6073 20.7357
25 H 16.5780 16.7651 22.3022
26 H 16.7080 14.5277 21.5067
27 H 15.2390 13.9967 19.3756
28 H 13.3574 21.4760 15.8322
29 H 12.6442 23.3745 14.3084
30 H 11.8954 22.7581 12.0315
31 H 11.7332 20.3619 11.3118
32 C 10.9689 13.2650 10.0308
33 C 10.6723 12.6935 11.3904
34 C 9.1390 12.3498 11.4321
35 O 11.3631 11.4991 11.7835
36 C 12.4620 11.8289 12.5528
37 C 12.1157 13.2409 13.1249
38 O 11.0062 13.6829 12.3391
39 C 11.7626 13.3869 14.5813
40 O 11.8554 14.7182 14.9334
41 C 12.6548 12.6060 15.6381
42 C 12.0580 12.5036 16.9488
43 C 12.6736 11.9271 18.0172
44 C 14.0083 11.5388 17.8492
45 C 14.6238 11.6175 16.5830
46 C 13.9522 12.1769 15.5010
47 C 10.2918 12.8354 14.7367
48 C 9.8720 11.5338 14.8696
49 C 8.5505 11.1654 15.0671
50 C 7.5287 12.1135 15.2357
51 C 7.9390 13.4380 15.1575
52 C 9.2965 13.7496 14.8309
53 C 13.8625 11.6403 11.8615
54 O 14.8074 12.3166 12.5135
55 C 14.2991 10.1192 12.0073
56 C 15.6666 9.8628 12.1233
57 C 16.1698 8.6035 12.3017
58 C 15.2825 7.5276 12.4252
59 C 13.9479 7.7699 12.2549
60 C 13.4487 9.0484 12.0440
61 C 13.8180 12.0138 10.4087
62 C 13.3249 11.1783 9.4094
63 C 13.4015 11.5585 8.0814
64 C 13.8986 12.8178 7.7591
65 C 14.4974 13.6226 8.6763
66 C 14.4812 13.2201 10.0423
67 H 10.8911 12.5325 9.2759
68 H 12.0122 13.6869 9.8610
69 H 10.2527 14.0113 9.7533
70 H 8.9536 11.5570 10.7068
71 H 8.5692 13.2304 11.1979
72 H 8.8467 12.0428 12.4729
73 H 12.3598 11.1745 13.4725
74 H 12.8914 13.8861 12.8906
75 H 11.0730 12.9223 17.1329
76 H 12.1703 11.9010 18.9593
77 H 14.5308 11.2272 18.7214
78 H 15.6696 11.4206 16.4202
79 H 14.3220 12.1575 14.4970
80 H 10.6241 10.7062 14.7217
81 H 8.2515 10.1336 15.0626
82 H 6.5374 11.7066 15.4645
83 H 7.3250 14.3183 15.1924
84 H 9.4115 14.8220 14.8562
85 H 16.3578 10.6734 12.1179
86 H 17.2691 8.4596 12.3424
87 H 15.7387 6.4715 12.5647
88 H 13.1538 6.9131 12.3360
89 H 12.3385 9.2513 12.0307
90 H 12.8670 10.2202 9.7026
91 H 12.9212 10.9202 7.2593
92 H 13.9573 13.1302 6.7294
93 H 14.8843 14.5648 8.3405
94 H 14.8811 13.8985 10.8402
95 O 16.0603 14.3784 13.8738
96 H 16.7146 14.9199 13.4029
97 H 15.7323 13.7291 13.1781
98 O 14.3177 16.4122 12.0818
99 H 14.7147 15.6275 12.4971
100 H 15.0756 17.0405 11.9196
101 C 18.7726 20.1834 12.8508
102 Si 17.0781 19.3795 12.4564
103 C 15.9545 20.5381 11.6028
104 C 16.3301 19.1298 14.1921
105 N 16.9682 17.9826 11.4938
106 C 17.7325 16.8307 11.5128
107 C 18.9865 16.7399 12.0820
108 C 19.6664 15.5572 12.1240
109 C 19.1741 14.4251 11.5074
110 C 17.9375 14.5290 10.7809
111 C 17.2625 15.7082 10.8224
112 H 18.5923 21.0647 13.5102
113 H 19.3676 20.5063 12.0518
114 H 19.3821 19.4382 13.4025
115 H 15.8642 21.5428 12.0295
116 H 14.9970 20.1113 11.6725
117 H 16.1166 20.5282 10.5382
118 H 16.1908 20.0581 14.9197
119 H 16.7310 18.3330 14.8158
120 H 15.3068 18.7533 14.0031
121 H 19.3601 17.6045 12.5620
122 H 20.6141 15.5536 12.6155
123 H 19.7100 13.4377 11.5486
124 H 17.5653 13.6093 10.2073
125 H 16.3980 15.7267 10.2234

Results of the Mulliken charge analysis, in e, for atoms 1 through 2:
1. Rb 0.86
2. N 0.16